112
Properties=species:S:1:pos:R:3:forces:R:3:mulliken_charge:R:1 method="wB97M-V/def2-TZVPD" gap_ev=9.5 smiles="NC(N)=O.NC(N)=O.NC(N)=O.NC(N)=O.NC(N)=O.CC(C)O.CC(C)O.CC(C)O.CC(C)O.CC(C)O.CC(C)O"
C 0.9568 0.3785 -0.9906 -1.4515 -1.1306 0.5184 -1.226
C 0.1742 0.0492 0.3652 -0.6248 0.3854 -1.4802 0.413
C -1.3915 -0.2160 0.2475 1.4352 1.0448 -0.7377 -1.130
O 0.7414 -1.1365 0.8644 0.6816 -0.3121 0.5254 -0.535
H 0.5570 1.1725 -1.6213 -0.2960 0.1777 0.3986 0.353
H 0.8121 -0.5425 -1.5554 0.3491 -0.0464 -0.3191 0.311
H 2.0257 0.5553 -0.8707 -0.1388 -0.1199 0.4448 0.299
H 0.3756 0.8971 1.0199 -0.2729 -0.0401 0.3714 0.285
H -1.6444 -1.1004 -0.3372 0.4508 -0.1031 -0.0640 0.268
H -1.7909 0.6368 -0.3014 -0.4470 0.0833 0.2108 0.341
H -1.8756 -0.3311 1.2173 0.2161 0.2370 0.0629 0.305
H 0.8532 -1.0210 1.8108 0.0755 -0.2233 0.0708 0.315
C -8.1758 0.2343 -2.8291 -1.7208 0.9344 -1.5912 -1.306
C -7.8689 0.3426 -4.3575 0.0133 -1.4244 1.0252 0.338
C -6.6822 1.2016 -4.6643 -0.1417 0.2749 -0.6985 -1.137
O -7.5994 -0.9853 -4.8343 -0.1504 -0.0070 -0.1624 -0.550
H -9.0711 -0.3670 -2.6714 0.5052 -1.1583 -0.1437 0.380
H -8.7187 1.1445 -2.5745 1.0780 0.8058 0.6255 0.377
H -7.3231 -0.0535 -2.2142 -0.1721 0.2738 0.0242 0.367
H -8.7273 0.6735 -4.9420 -0.2330 0.0928 0.3555 0.280
H -5.7787 0.6151 -4.4973 0.1747 0.4504 0.6119 0.274
H -6.7896 2.1557 -4.1483 0.5929 -0.0238 0.1532 0.324
H -6.6627 1.4037 -5.7352 -0.0520 0.1119 -0.0819 0.316
H -7.1633 -1.4194 -4.0974 0.1082 -0.3345 -0.1164 0.337
C 2.9651 -7.4977 7.0404 0.6240 0.4336 1.4865 -1.410
C 4.2662 -7.9069 6.3529 -3.2490 -0.6343 -1.1494 0.360
C 3.9126 -8.9945 5.3301 0.5284 -0.0238 -0.2062 -1.060
O 4.7317 -6.8019 5.6258 2.0011 0.8489 0.7285 -0.575
H 3.2383 -6.7805 7.8144 -0.1104 0.5803 -0.1519 0.351
H 2.5291 -8.2787 7.6634 -0.2499 -0.4248 -0.5550 0.368
H 2.2453 -7.0431 6.3597 -0.0715 -0.2044 -0.0307 0.407
H 4.8639 -8.3522 7.1482 1.0724 0.8762 -0.4175 0.334
H 4.4803 -9.8901 5.5826 -0.6732 -0.4474 -0.2293 0.291
H 4.2276 -8.6838 4.3339 0.3333 0.0096 0.0578 0.306
H 2.8297 -9.0772 5.2376 0.0599 -0.7238 0.2852 0.297
H 4.0332 -6.3953 5.1077 -0.2650 -0.2868 0.1828 0.331
C 4.3822 -0.9174 8.6769 1.2607 -0.1791 -0.0962 -1.231
C 3.5819 0.0905 7.8926 1.1703 0.8790 0.0546 0.500
C 4.2933 0.7353 6.6193 -0.7212 -1.0554 0.9912 -1.162
O 2.4104 -0.4998 7.4510 -1.3592 -0.4514 -1.1884 -0.561
H 4.6281 -1.7935 8.0769 -0.2527 -0.1997 0.1068 0.287
H 3.8854 -1.1711 9.6133 -0.3190 -0.3136 -0.2034 0.358
H 5.3381 -0.5137 9.0106 0.1592 0.2685 -0.1283 0.331
H 3.3521 0.8146 8.6743 -0.1300 0.9237 -0.4226 0.194
H 5.0526 1.4764 6.8693 -0.1336 -0.0589 0.1155 0.332
H 3.5479 1.1472 5.9390 -0.1283 0.3198 0.3700 0.318
H 4.7512 -0.0550 6.0243 0.2348 -0.1752 0.2034 0.311
H 1.8018 -0.7080 8.1636 0.2138 0.0386 0.1865 0.324
C -1.3878 -3.8402 -8.1888 0.3133 -0.1351 -1.4391 -1.121
C -0.2630 -2.7624 -8.3397 -0.7691 -0.5621 0.0045 0.471
C -0.8816 -1.4416 -7.9467 -0.1931 0.0959 -0.0177 -1.318
O 0.8356 -3.1132 -7.5184 0.3330 0.4182 0.7230 -0.566
H -1.9884 -3.9172 -9.0952 0.0616 0.2884 -0.3858 0.358
H -2.1595 -3.6608 -7.4402 0.6048 0.1311 0.5354 0.296
H -0.9512 -4.8364 -8.1172 0.0214 0.0181 0.4791 0.313
H 0.1590 -2.6801 -9.3413 -0.5662 -0.2629 -0.4306 0.246
H -1.0743 -1.5122 -6.8762 -0.1124 0.4136 0.0343 0.331
H -1.8250 -1.3684 -8.4878 -0.2411 -0.0977 0.2102 0.333
H -0.3766 -0.5149 -8.2193 0.5877 -0.2586 0.2586 0.340
H 1.3515 -3.7800 -7.9775 -0.0305 -0.0387 0.0319 0.317
C 6.6403 7.1450 1.1362 -1.5694 -0.1663 2.5329 -1.133
C 6.5336 8.6514 1.0316 1.4993 -0.5504 -0.1291 0.337
C 7.4200 9.4484 2.0338 -0.5889 0.8099 -0.8585 -1.235
O 7.0769 8.8482 -0.2401 0.6078 1.5302 -2.1358 -0.538
H 6.0386 6.5748 0.4285 0.1702 0.3471 -0.2938 0.290
H 6.1553 7.0006 2.1016 0.0200 -0.9579 0.4390 0.343
H 7.6460 6.7329 1.2195 0.0486 0.4542 -0.2838 0.305
H 5.5208 9.0484 0.9630 -0.2588 -0.3060 0.8556 0.360
H 7.5765 10.4190 1.5631 0.0952 0.0538 -0.3783 0.315
H 8.4264 9.0435 2.1399 -0.2548 -0.3521 0.2633 0.287
H 6.9666 9.7878 2.9651 -0.0815 -0.9124 0.2992 0.361
H 6.3364 9.0367 -0.8212 0.3112 0.0506 -0.3089 0.307
C -5.8388 2.4715 7.5792 -3.1586 -5.4090 1.0677 0.654
O -6.2592 1.4222 8.1724 1.5283 2.2826 -1.1489 -0.687
N -5.3083 3.4877 8.1629 1.4852 2.8088 1.6609 -0.367
N -6.0166 2.6154 6.2644 -0.0414 -0.2576 -1.4504 -0.406
H -5.2816 3.5005 9.1725 0.0163 0.3582 -0.3400 0.240
H -5.1814 4.2869 7.5586 0.3756 0.2436 0.9676 0.168
H -5.9575 3.5285 5.8370 0.0250 -0.6605 -0.3954 0.175
H -6.1859 1.7392 5.7913 -0.2412 0.6155 -0.3705 0.222
C -1.7756 -6.3738 -0.2367 -2.7866 -5.7347 -3.2486 0.686
O -2.4241 -7.4120 -0.6125 1.4607 2.5782 1.4956 -0.695
N -1.9865 -5.5784 0.7352 -2.1861 3.3494 5.2803 -0.319
N -0.7445 -5.9246 -0.8833 3.5593 0.4875 -3.2306 -0.361
H -1.5327 -4.6782 0.6729 -0.3904 -0.1842 0.5077 0.129
H -2.7141 -5.6579 1.4312 0.0415 -0.2888 -0.4658 0.211
H -0.4505 -6.4135 -1.7168 0.0680 0.3021 0.2423 0.206
H -0.2364 -5.1303 -0.5212 0.2475 -0.4625 -0.5772 0.143
C -8.7139 -3.3830 4.1603 -0.1305 0.2167 1.0155 0.579
O -7.7408 -3.0015 3.5482 -0.1814 -0.2040 -0.0732 -0.604
N -9.7930 -4.0620 3.7805 -1.5317 -1.1903 -2.8953 -0.345
N -8.9622 -3.2522 5.5014 2.1510 1.4283 1.8271 -0.473
H -10.0464 -4.0775 2.8030 -0.2074 -0.1926 0.2739 0.225
H -10.4721 -4.1319 4.5249 -0.3055 -0.5824 -1.2089 0.187
H -9.9336 -3.1308 5.7499 0.6697 0.4567 0.4956 0.195
H -8.2584 -2.6696 5.9319 -0.4417 0.0899 0.5716 0.237
C 5.6446 1.8687 -9.2487 1.0883 -0.7873 -4.8192 0.651
O 5.6824 1.3498 -10.3632 0.0750 0.6440 -0.4214 -0.668
N 6.1969 3.0312 -8.9274 0.9599 2.0785 0.6810 -0.402
N 5.0842 1.2649 -8.2730 -2.1805 -1.9581 4.6982 -0.360
H 5.9448 3.3742 -8.0115 0.2904 0.6007 -0.4979 0.175
H 6.5067 3.6591 -9.6553 -0.1002 -0.2285 0.2954 0.233
H 4.5490 0.4179 -8.4003 0.4128 0.2456 -0.0004 0.210
H 5.2959 1.6188 -7.3510 -0.5577 -0.6050 0.0627 0.160
C 1.2184 7.2219 -7.5938 -1.1991 -3.7073 0.5147 0.574
O 0.3541 6.5131 -8.1151 0.3553 0.9338 -0.1696 -0.640
N 1.9015 6.7931 -6.5318 0.8645 -1.3118 1.6958 -0.454
N 1.6133 8.3906 -7.9693 -0.1922 4.5004 -3.2058 -0.421
H 1.5967 5.8674 -6.2665 0.2260 0.3036 0.6342 0.240
H 2.2131 7.4868 -5.8673 -0.0323 -0.5586 0.1338 0.220
H 2.5210 8.8233 -7.8746 -0.1434 -0.6213 0.3949 0.232
H 1.1344 8.6440 -8.8217 0.1241 0.4612 0.0035 0.248

***

110
Properties=species:S:1:pos:R:3:forces:R:3:mulliken_charge:R:1 method="wB97M-V/def2-TZVPD" gap_ev=6.2
C -1.2923 2.0153 1.6903 -0.3819 1.3165 -0.2579 0.422
O 0.0787 1.7313 1.5953 1.3250 -0.0686 0.1841 -0.581
H -1.5853 2.3313 2.6993 0.2838 0.0035 -0.0672 0.405
H -1.8403 1.1303 1.4733 -0.6615 -0.5243 -0.3247 -0.756
H -1.5803 2.8313 0.9903 -0.0081 -0.6202 0.4010 0.142
H 0.5077 2.2293 0.8533 -0.9268 -0.6064 1.3185 0.123
C 0.4377 2.3203 -1.2707 -8.3751 -1.7475 -3.7786 0.236
O -0.9083 1.8873 -1.4917 7.0695 2.0529 1.2628 -0.760
N 1.4007 2.0313 -2.0657 0.7569 -3.1424 -3.5893 -0.006
N 0.7097 3.2903 -0.4737 1.8045 3.8742 3.9582 -0.288
H 1.0637 1.5483 -2.9397 0.7779 0.4215 1.0737 0.023
H 2.3087 2.4663 -2.1127 -0.0031 0.1738 0.1065 0.073
H -0.0113 3.9693 -0.2637 0.1375 -0.3444 0.2899 0.354
H 1.7137 3.5633 -0.3177 -1.7399 -0.1184 -0.4160 0.208
C -2.9873 -1.6517 -3.4637 1.7694 -10.1391 7.7430 -0.110
O -2.5463 -2.8367 -2.9507 -0.4701 4.9159 -4.2314 -0.576
N -4.2323 -1.3687 -3.2687 -16.0204 -6.8870 -8.0506 -0.246
N -2.9123 -0.5037 -2.8197 15.1848 11.1809 -0.0677 0.074
H -4.8023 -2.2237 -3.1797 -0.5619 -0.8618 -0.4016 0.252
H -4.5943 -1.0117 -4.2107 -0.2244 0.2239 1.5507 0.316
H -1.9193 -0.4907 -2.5217 0.3172 1.0772 0.4051 0.127
H -2.7443 0.0953 -3.7117 -0.5089 0.5913 1.8982 0.438
C -4.6573 -2.4207 -0.2207 1.3410 -12.4605 -4.7362 0.038
O -4.4833 -3.7247 -0.5407 -0.8865 5.1027 3.2054 -0.735
N -5.5283 -1.7127 -0.8067 -16.5984 -0.3299 -2.8199 -0.212
N -3.8043 -1.5087 -0.3677 13.7626 3.2294 3.5056 1.790
H -6.0573 -2.4577 -1.3657 -0.4312 0.9440 0.6650 0.378
H -6.2753 -1.4987 -0.0777 0.3470 0.4526 -1.0714 0.321
H -2.9983 -2.0727 -0.7047 0.4861 0.7210 0.1786 -0.160
H -3.4783 -1.3387 0.5723 1.2625 1.3169 0.8905 -1.070
C -4.2933 1.6933 0.0983 0.5235 -1.8033 12.7143 -0.004
O -4.1623 1.9133 1.3863 0.1384 0.9531 -5.1043 -0.680
N -5.2393 0.9313 -0.3757 -15.3179 -0.6765 1.6296 -0.327
N -3.5893 1.2013 -0.8277 15.2261 4.4895 -7.6804 0.387
H -5.8763 1.7583 -0.6167 -0.9580 -1.4198 -0.4000 0.326
H -5.7853 0.4893 0.4323 0.1558 1.1207 -0.7181 0.240
H -3.4903 2.1093 -1.4197 -0.1789 -1.7049 -0.5461 0.299
H -2.5533 1.2333 -0.6577 -0.0525 0.1378 0.3880 -0.272
C 6.2877 2.7473 -2.0297 2.1327 0.3467 0.8107 -1.355
C 5.1417 1.8953 -2.4837 5.1564 -4.5559 1.9711 0.562
C 4.6617 0.9163 -1.3917 0.1408 -1.1846 -1.6263 -0.702
O 4.1337 2.5523 -2.8427 -6.5426 5.9391 -4.0363 -0.540
H 6.2587 2.9453 -0.9567 -0.4496 0.4529 0.0865 0.174
H 6.5097 3.7353 -2.5647 -0.4930 -1.5611 0.3992 0.311
H 7.1567 2.0623 -2.0717 0.0770 0.6729 -0.3298 0.386
H 5.4977 1.4003 -3.4047 0.4706 -0.9825 0.4821 0.215
H 5.5427 0.7123 -0.8047 -0.0927 -0.5634 0.5513 0.600
H 4.2767 -0.0427 -1.8967 0.5433 1.4057 1.0350 0.015
H 3.8487 1.3713 -0.7937 0.5771 -0.2326 -0.2933 -0.217
H 4.4697 3.0203 -3.6437 -1.3980 0.1863 0.7091 0.417
C -4.6983 -1.1247 3.2163 1.1136 -0.6487 0.9195 -1.542
C -3.2173 -1.5467 3.0913 -6.0620 -4.4595 5.2460 0.743
C -3.0723 -3.0377 2.9003 1.6306 -1.1361 4.3616 -1.132
O -2.6293 -1.0277 2.1283 2.7829 5.2534 -7.2011 0.201
H -5.3923 -1.6907 2.6403 -0.4772 -1.0405 -0.3681 0.308
H -4.7293 -0.1747 2.7863 -0.2843 2.1019 -0.1333 0.309
H -4.9673 -1.1427 4.2833 -0.2463 0.1721 -0.5236 0.415
H -2.7483 -1.2127 3.9973 0.2220 -0.2460 1.2703 0.376
H -3.5643 -3.5647 3.7553 0.4196 0.0781 -0.5097 0.432
H -1.9653 -3.2157 3.0043 -0.8084 -0.2314 0.0127 0.174
H -3.3463 -3.5457 2.0353 -0.9828 -0.0833 -1.9614 0.182
H -1.7403 -1.1697 2.3703 2.6592 0.2662 -0.5724 -0.619
C -0.5853 -2.5237 0.1623 -0.8072 0.1865 -0.2210 -1.296
C -0.1593 -1.1617 -0.4867 4.0068 -3.4455 8.8143 2.660
C 1.4017 -1.1267 -0.4187 -0.5211 0.6947 3.3138 -0.832
O -0.5323 -0.9747 -1.6367 -2.4528 0.6053 -10.7224 0.500
H -0.0483 -2.5687 1.0493 0.8973 0.4628 2.2308 0.496
H -0.2023 -3.4637 -0.2207 -0.2612 0.0451 -1.3687 0.284
H -1.6333 -2.6567 0.5003 0.6224 0.1988 -0.7690 0.114
H -0.5703 -0.3767 0.0973 -0.1015 0.9084 1.8161 -1.298
H 1.8647 -2.0057 -0.8877 -0.0611 0.4768 -0.0262 0.386
H 1.6397 -1.0857 0.7203 -0.0882 -0.5078 -1.9314 0.018
H 1.7317 -0.1327 -0.7547 0.2167 -0.5209 -0.3923 -0.239
H 0.0777 -0.3927 -2.1047 -0.4669 0.1494 -0.1169 -0.826
C 0.4787 0.6563 4.7923 -1.6532 0.0235 1.1579 -1.472
C 0.6327 -0.6497 4.0613 1.7279 0.3158 5.9447 1.157
C 0.2367 -1.8007 4.9603 -0.0905 -1.4237 -2.5426 -1.643
O -0.0513 -0.7637 2.9843 -3.7356 -1.1221 -4.9053 0.234
H -0.6063 0.9393 4.9333 1.0259 -0.3626 0.0842 0.234
H 0.9417 1.4263 4.2453 0.5055 1.2103 -0.7308 0.369
H 1.0007 0.5613 5.7523 -0.2966 0.2140 -0.0476 0.455
H 1.6587 -0.6227 3.8173 1.9362 -0.8452 0.0079 0.091
H 0.4617 -2.7247 4.3393 -0.7685 0.6975 0.9137 0.260
H -0.7923 -1.7487 5.3093 -0.2991 -0.0002 -0.5611 0.260
H 0.7837 -1.8837 5.8213 1.7917 -0.0240 2.1377 0.697
H 0.0237 0.0513 2.5203 0.0290 1.4182 -1.4875 -0.709
C 2.4587 -0.6087 -3.7857 0.0473 0.3777 0.4791 -0.035
C 1.3057 -0.3337 -4.7257 2.5777 -5.6147 -2.4466 0.213
C 0.3897 -1.5667 -4.9507 -1.0527 1.5263 -1.1010 -1.673
O 0.6447 0.7653 -4.4807 -3.0133 4.5600 0.1559 -0.653
H 3.3167 -0.0427 -4.1267 0.4236 -0.0753 -0.0720 0.366
H 2.6997 -1.6607 -3.6647 0.0218 -0.0780 -0.3674 0.359
H 2.2797 -0.2457 -2.7907 -0.3334 0.0944 0.4737 -0.610
H 1.7977 -0.1657 -5.6987 0.1147 -0.5390 -0.1193 0.615
H -0.2753 -1.3617 -5.8427 0.2867 -0.0881 1.0995 0.313
H -0.1603 -1.9897 -4.1377 -0.8682 0.7083 1.0318 0.266
H 0.8777 -2.4407 -5.2197 1.8433 -1.4126 -0.9659 0.538
H 0.2827 1.0413 -5.3557 -0.0167 0.1614 1.4288 0.441
C 5.3907 0.5083 2.7663 0.8305 2.1022 0.5157 -1.863
C 4.5547 1.4953 1.9803 -1.6005 -8.2564 -2.5624 1.575
C 3.0447 1.1803 2.0463 0.4235 2.2590 -0.9078 -0.076
O 4.7087 2.6823 2.3093 3.3533 10.6786 2.3865 -0.570
H 5.0487 0.4413 3.7743 -0.4155 -0.1814 0.8508 0.362
H 6.4507 0.8773 2.8393 -0.7707 -0.6652 -0.4273 0.357
H 5.2427 -0.3797 2.2623 0.4220 -2.3596 -0.7242 0.451
H 4.8967 1.4663 0.9773 0.0691 -1.2635 -1.3969 -0.813
H 2.6417 0.2643 1.7023 0.2190 -1.0615 -0.3562 -0.215
H 2.5087 2.0033 1.4683 0.6528 -0.9498 0.8604 0.014
H 2.8277 1.2983 3.0813 -0.6906 0.1841 0.8870 0.333
H 5.6077 2.9863 1.9403 -2.1324 -0.2560 1.2724 0.497

***

F_max for the records above, in order: 7.16 19.21 eV/A
ΔE to the lowest compared entry with this formula, charge and spin for the records above, in order: 184.9 688.6 kcal per mole